Entry 1:
Formula: C5H6N
Source: the OMol25 dataset
Level of theory: ωB97M-V with the def2-TZVPD basis set

**Total charge**: +1
**SMILES string**: C=C=C1C[N+]1=C
**LUMO energy**: -5.51 eV
**Gap between HOMO and LUMO**: 9.1 eV
**Electronic energy**: -248.38121 Eh
**Energy above the lowest of the compared OMol25 structures with the same formula, charge and spin**: 147.14 kcal/mol

Each line ends with the Mulliken charge.
Positions of all 12 atoms, in Å:
C 1.99202 1.38364 0.42425  -0.53
C 1.01589 0.77790 0.97056  -0.02
C -0.06620 0.22262 0.48948  0.32
C -0.21693 -0.03126 -0.97102  -0.43
N -0.97637 -0.69819 0.12913  0.03
C -1.94433 -1.45005 0.40657  -0.08
H 2.07481 2.41759 0.47616  0.30
H 3.06571 1.15137 0.31079  0.29
H -0.94113 0.50938 -1.63115  0.28
H 0.55500 -0.65983 -1.63084  0.26
H -2.37237 -1.87180 -0.45207  0.30
H -2.18611 -1.75136 1.47813  0.27


Entry 2:
Formula: C5H6N
Source: the OMol25 dataset
Level of theory: ωB97M-V with the def2-TZVPD basis set

**Total charge**: +1
**LUMO energy (alpha / beta)**: -5.96 / -5.97 eV
**Gap between HOMO and LUMO (alpha / beta)**: 7.3 / 7.3 eV
**Electronic energy**: -248.41257 Eh
**Energy above the lowest of the compared OMol25 structures with the same formula, charge and spin**: 127.46 kcal/mol

Each line ends with the Mulliken charge.
Positions of all 12 atoms, in Å:
C -1.96682 -0.56133 -0.27526  -0.51
C -0.49995 1.28725 0.35490  -0.82
C -0.59967 -0.93818 -0.47763  -0.42
C -1.71711 0.61086 0.30812  0.11
C 0.21844 0.18364 -0.14387  0.51
N 1.69789 0.17223 0.02011  -0.26
H -2.63155 -1.36622 -0.46897  0.44
H -0.26858 2.18762 0.86460  0.40
H -0.09296 -1.90638 -0.53485  0.33
H 1.98058 -0.63106 -0.63865  0.43
H 1.88376 -0.19713 0.98827  0.41
H 1.99596 1.15869 0.00324  0.38


Entry 3:
Formula: C5H6N
Source: the OMol25 dataset
Level of theory: ωB97M-V with the def2-TZVPD basis set

**Total charge**: +1
**LUMO energy**: -8.44 eV
**Gap between HOMO and LUMO**: 7.6 eV
**Electronic energy**: -248.33704 Eh
**Energy above the lowest of the compared OMol25 structures with the same formula, charge and spin**: 174.86 kcal/mol

Each line ends with the Mulliken charge.
Positions of all 12 atoms, in Å:
C 2.74796 -1.73392 1.34843  -0.34
C 1.86964 -0.79674 1.51985  0.68
C -0.82927 0.62449 -0.22565  -0.23
C -0.46410 -0.39615 -1.30966  -1.41
C -0.11064 0.50567 1.04873  -0.03
N 0.98226 0.00505 1.21707  0.08
H -0.66629 1.64024 -0.64135  0.31
H -1.98197 0.53044 -0.08616  0.33
H -0.47973 -1.29305 -0.94139  0.50
H -1.13050 -0.10141 -2.12305  0.35
H -0.45913 1.17788 1.83965  0.37
H 0.52178 -0.16250 -1.64647  0.39


Entry 4:
Formula: C5H6N
Source: the OMol25 dataset
Level of theory: ωB97M-V with the def2-TZVPD basis set

**Total charge**: +1
**LUMO energy (alpha / beta)**: -6.01 / -5.30 eV
**Gap between HOMO and LUMO (alpha / beta)**: 8.1 / 9.1 eV
**Electronic energy**: -248.36032 Eh
**Energy above the lowest of the compared OMol25 structures with the same formula, charge and spin**: 160.25 kcal/mol

Each line ends with the Mulliken charge.
Positions of all 12 atoms, in Å:
C -2.31958 0.41623 0.20791  -0.66
C -1.60864 -0.60528 -0.08887  0.35
C 0.87445 -1.02213 0.12371  -0.21
C 1.67396 0.27417 0.15158  -0.50
C 0.36937 0.92125 -0.11388  -0.39
N -0.23352 -0.31980 -0.09756  0.16
H -2.48944 1.43026 0.45517  0.40
H -2.09566 -1.68164 -0.33689  0.30
H 1.00377 -2.04048 0.12190  0.49
H 2.27386 0.58111 0.96617  0.33
H 2.51140 0.49581 -0.51629  0.31
H 0.04004 1.55050 -0.87295  0.42


Entry 5:
Formula: C5H6N
Source: the OMol25 dataset
Level of theory: ωB97M-V with the def2-TZVPD basis set

**Total charge**: +1
**SMILES string**: C[C@]12[C@@H]3[C@@]14[NH2+][C@@]324
**LUMO energy**: -5.80 eV
**Gap between HOMO and LUMO**: 9.4 eV
**Electronic energy**: -248.34784 Eh
**Energy above the lowest of the compared OMol25 structures with the same formula, charge and spin**: 168.08 kcal/mol

Each line ends with the Mulliken charge.
Positions of all 12 atoms, in Å:
C -1.59519 0.03972 0.06617  -1.14
C -0.14454 -0.07750 0.10754  0.96
C 0.79030 -1.03113 -0.77274  0.03
C 1.02322 -0.72701 0.58072  -0.61
N 1.97066 0.40864 0.52656  -0.01
C 1.05103 0.42618 -0.63149  -0.41
H -2.00471 -0.14807 -0.89824  0.33
H -1.75508 1.08058 0.41460  0.31
H -2.06114 -0.73086 0.79703  0.33
H 0.64665 -1.58693 -1.61065  0.53
H 1.75166 1.17300 1.26435  0.37
H 2.96934 0.33224 0.39672  0.31


Entry 6:
Formula: C5H6N
Source: the OMol25 dataset
Level of theory: ωB97M-V with the def2-TZVPD basis set

**Total charge**: +1
**LUMO energy**: -3.62 eV
**Gap between HOMO and LUMO**: 12.0 eV
**Electronic energy**: -248.43928 Eh
**Energy above the lowest of the compared OMol25 structures with the same formula, charge and spin**: 110.70 kcal/mol

Each line ends with the Mulliken charge.
Positions of all 12 atoms, in Å:
C 2.63550 -0.03178 -0.31135  -0.05
C -0.88864 1.12730 0.00743  -0.49
C 1.54933 0.24778 0.10334  -0.34
C -0.72468 -0.90504 -0.03320  -0.53
C -1.73811 0.15370 -0.33949  -0.11
N 0.16210 0.23600 0.47916  0.15
H -0.83203 2.23081 0.04257  0.41
H 3.63600 -0.29733 -0.44983  0.45
H -1.03052 -1.60591 0.65915  0.34
H -0.18610 -1.48524 -0.81486  0.30
H -2.64305 -0.00212 -0.78194  0.49
H 0.06021 0.33183 1.43904  0.38


Entry 7:
Formula: C5H6N
Source: the OMol25 dataset
Level of theory: ωB97M-V with the def2-TZVPD basis set

**Total charge**: +1
**LUMO energy (alpha / beta)**: -5.80 / -5.38 eV
**Gap between HOMO and LUMO (alpha / beta)**: 7.6 / 8.4 eV
**Electronic energy**: -248.29065 Eh
**Energy above the lowest of the compared OMol25 structures with the same formula, charge and spin**: 203.97 kcal/mol

Each line ends with the Mulliken charge.
Positions of all 12 atoms, in Å:
C 0.10749 2.07702 -0.25341  -0.12
C 0.02766 1.07266 -1.16988  -0.32
C -1.23879 -1.41439 0.58546  -0.54
C 1.02451 1.16171 0.35709  -0.20
C 0.46554 0.01903 -0.22183  0.13
N 0.12493 -1.37401 -0.05077  -0.06
H -0.06892 3.11933 -0.34607  0.40
H -1.33173 -0.76929 1.47928  0.38
H -2.07661 -1.46787 -0.14547  0.35
H 1.99692 1.31263 0.32106  0.22
H 0.83404 -1.88705 0.42127  0.36
H 0.13496 -1.84977 -0.97673  0.40


Entry 8:
Formula: C5H6N
Source: the OMol25 dataset
Level of theory: ωB97M-V with the def2-TZVPD basis set

**Total charge**: +1
**SMILES string**: C[C@@H]1[C@H]2C3=C[N@+]312
**LUMO energy**: -5.00 eV
**Gap between HOMO and LUMO**: 11.1 eV
**Electronic energy**: -248.35482 Eh
**Energy above the lowest of the compared OMol25 structures with the same formula, charge and spin**: 163.70 kcal/mol

Each line ends with the Mulliken charge.
Positions of all 12 atoms, in Å:
C -1.84169 0.11860 0.05671  -1.27
C -0.39000 0.06657 -0.29068  0.07
C 0.52657 -0.90725 0.39737  0.35
C 1.76427 -0.46406 -0.15863  -0.06
C 2.27300 0.67837 -0.09080  -0.18
N 0.79716 0.52062 0.66884  -0.28
H -2.25243 0.82447 -0.68118  0.33
H -2.10406 0.35405 1.09819  0.35
H -2.06839 -0.85842 -0.23869  0.36
H -0.20812 0.26006 -1.30308  0.46
H 0.41064 -1.86308 0.90356  0.43
H 3.09304 1.27008 -0.36161  0.43


Entry 9:
Formula: C5H6N
Source: the OMol25 dataset
Level of theory: ωB97M-V with the def2-TZVPD basis set

**Total charge**: +1
**LUMO energy**: -6.10 eV
**Gap between HOMO and LUMO**: 9.8 eV
**Electronic energy**: -248.32156 Eh
**Energy above the lowest of the compared OMol25 structures with the same formula, charge and spin**: 184.57 kcal/mol

Each line ends with the Mulliken charge.
Positions of all 12 atoms, in Å:
C -1.68705 -0.05895 0.01078  0.27
C -2.52927 0.82942 -0.08818  -0.41
C 0.92860 0.63411 -0.85075  -0.60
C 0.99549 0.52763 0.71674  -0.50
C -0.16978 0.03590 0.04117  0.53
N -0.81110 -1.24803 0.02078  -0.12
H 0.79611 1.66802 -1.09390  0.28
H 1.64906 0.12456 -1.47669  0.29
H 1.59950 -0.22155 1.29302  0.32
H 0.72223 1.34505 1.34600  0.25
H -0.62155 -1.67701 0.86331  0.32
H -0.87225 -1.95915 -0.78227  0.37


Entry 10:
Formula: C5H6N
Source: the OMol25 dataset
Level of theory: ωB97M-V with the def2-TZVPD basis set

**Total charge**: +1
**SMILES string**: CC=C=CC#[NH+]
**LUMO energy**: -5.57 eV
**Gap between HOMO and LUMO**: 9.4 eV
**Electronic energy**: -248.48657 Eh
**Energy above the lowest of the compared OMol25 structures with the same formula, charge and spin**: 81.03 kcal/mol

Each line ends with the Mulliken charge.
Positions of all 12 atoms, in Å:
C -1.23244 -0.07589 1.99838  -0.85
C -0.21813 0.52103 1.00507  -0.09
C -0.13933 0.44324 -0.33344  0.21
C 0.13562 0.46100 -1.68011  -0.61
C 1.15889 -0.28923 -2.02953  0.58
N 1.84218 -1.18716 -2.37823  -0.06
H -0.71375 -0.21175 2.93609  0.32
H -1.63593 -1.02436 1.61095  0.33
H -2.06990 0.68928 2.07697  0.28
H 0.49857 1.06675 1.67909  0.30
H -0.22815 1.30209 -2.32734  0.33
H 2.60236 -1.69501 -2.55788  0.25